{"formula": "C12H17BrMnN3O3S", "method": "ωB97M-V/def2-TZVPD", "homo_lumo_gap_ha": [0.3486, 0.3491], "total_energy_ha": -4980.559384, "s_squared": 8.76, "max_force_ev_per_a": 1.241, "spin_multiplicity": 6, "e_lumo_ev": [-2.8, -3.0], "total_charge": 1, "symbols": ["Mn", "Br", "C", "C", "C", "C", "C", "N", "C", "O", "O", "H", "H", "H", "C", "C", "O", "H", "H", "H", "H", "H", "H", "C", "N", "C", "C", "N", "C", "S", "H", "H", "H", "H", "H", "H", "H", "H"], "xyz": [[0.1089, -0.3430, 0.5309], [-0.0288, -2.6935, 2.9723], [0.0842, -0.9224, 3.6721], [0.1375, -0.6362, 5.0219], [0.2279, 0.7026, 5.3854], [0.2669, 1.6809, 4.3998], [0.2065, 1.2896, 3.0704], [0.1203, -0.0002, 2.7184], [0.2362, 2.2671, 1.8699], [0.4168, 3.4446, 2.0526], [0.0420, 1.6726, 0.7493], [0.1156, -1.4337, 5.7468], [0.2783, 0.9776, 6.4284], [0.3518, 2.7272, 4.6453], [4.2756, -1.7173, -0.4705], [2.8028, -1.9312, -0.1657], [2.0207, -0.7751, -0.5251], [4.8712, -2.4958, -0.0019], [4.5985, -0.7536, -0.0803], [4.4686, -1.7461, -1.5425], [2.6426, -2.0631, 0.9101], [2.4091, -2.8044, -0.7016], [2.3686, -0.4445, -1.3643], [-2.4123, -1.4479, -3.8049], [-2.2251, -0.1798, -3.1617], [-2.3506, 1.0691, -3.8980], [-2.1937, 2.1421, -2.8056], [-1.8936, 1.3488, -1.6250], [-1.9321, 0.0407, -1.8871], [-1.6860, -1.1940, -0.7416], [-1.8845, -1.4493, -4.7585], [-3.4725, -1.6385, -3.9891], [-2.0122, -2.2374, -3.1712], [-3.3193, 1.1099, -4.4009], [-1.5609, 1.1276, -4.6550], [-3.1152, 2.7101, -2.6533], [-1.3835, 2.8428, -3.0171], [-1.5804, 1.7543, -0.7509]], "forces_ev_per_a": [[0.42, 0.72, 0.45], [0.03, 0.17, 0.25], [0.05, -0.08, -0.33], [-0.04, -0.16, -0.14], [0.03, 0.00, -0.31], [0.00, -0.14, -0.13], [0.08, 0.31, -0.23], [0.09, -0.24, 0.18], [0.02, 0.00, 0.86], [-0.03, 0.05, 0.20], [-0.13, -0.50, -1.13], [-0.02, -0.01, 0.08], [-0.01, -0.01, 0.07], [-0.02, 0.11, -0.09], [-0.32, 0.10, 0.07], [0.33, -0.47, 0.21], [-0.18, 0.15, -0.02], [0.04, -0.08, 0.01], [0.07, 0.02, 0.06], [-0.01, 0.00, -0.06], [0.02, -0.06, -0.19], [0.04, 0.13, 0.19], [-0.31, 0.19, 0.12], [-0.06, -0.44, -0.12], [0.05, 0.27, 0.33], [-0.02, 0.23, -0.28], [-0.13, 0.39, -0.17], [0.12, -0.18, -0.09], [0.07, 0.45, 0.12], [-0.21, -0.68, 0.10], [0.01, -0.01, 0.00], [0.05, 0.01, 0.00], [-0.05, 0.03, -0.06], [0.08, 0.07, 0.03], [-0.13, -0.01, 0.04], [0.12, -0.03, -0.04], [-0.10, -0.07, -0.02], [0.06, -0.21, 0.04]]}

{"formula": "C28H31BrIN5O4Pd", "method": "ωB97M-V/def2-TZVPD", "homo_lumo_gap_ha": 0.1004, "total_energy_ha": -4659.230091, "de_lowest_kj_mol": 0.00, "max_force_ev_per_a": 1.607, "e_lumo_ev": -9.3, "total_charge": 2, "symbols": ["Pd", "O", "C", "C", "C", "C", "C", "C", "C", "O", "N", "N", "C", "C", "Br", "C", "C", "C", "C", "C", "C", "C", "H", "H", "H", "H", "H", "H", "H", "H", "H", "H", "H", "H", "H", "H", "I", "C", "C", "C", "C", "C", "C", "C", "O", "O", "H", "H", "H", "H", "C", "N", "C", "C", "N", "N", "C", "C", "H", "H", "H", "H", "H", "H", "H", "H", "H", "H", "H", "H", "H"], "xyz": [[0.0086, 0.5859, 0.2658], [-3.9257, -1.4340, -2.9567], [-3.0866, -0.5605, -3.6287], [-3.0079, -0.5068, -5.0078], [-2.0968, 0.3593, -5.5950], [-1.2703, 1.1556, -4.8135], [-1.3661, 1.1024, -3.4321], [-2.2859, 0.2539, -2.8370], [-2.4364, 0.2446, -1.3070], [-1.7245, 1.1117, -0.6473], [-2.1662, -1.1791, -0.9112], [-1.3781, -1.4508, 0.0008], [-1.2952, -2.7765, 0.4199], [-0.5223, -3.0942, 1.4806], [0.4418, -1.8051, 2.4152], [-0.3397, -4.4589, 1.9330], [-1.2145, -5.5219, 1.8646], [-0.6609, -6.8257, 2.0796], [-1.4518, -7.9369, 1.9633], [-2.8163, -7.7767, 1.7045], [-3.4027, -6.5080, 1.5602], [-2.6219, -5.3901, 1.6363], [-4.5345, -1.8551, -3.5752], [-3.6446, -1.1358, -5.6187], [-2.0327, 0.4068, -6.6734], [-0.5632, 1.8248, -5.2830], [-0.7601, 1.7310, -2.7933], [-3.5222, 0.2815, -1.0484], [-2.7512, -1.8874, -1.3917], [-1.8124, -3.5453, -0.1475], [0.6260, -4.6523, 2.3942], [0.3957, -6.9200, 2.2968], [-1.0346, -8.9255, 2.0914], [-3.4473, -8.6550, 1.6450], [-4.4713, -6.4240, 1.4221], [-3.0725, -4.4080, 1.6051], [8.2323, 0.6191, 3.7960], [6.2745, 0.5851, 3.0999], [5.2532, 1.0806, 3.9006], [3.9492, 1.0554, 3.4333], [3.6673, 0.5418, 2.1726], [4.6979, 0.0504, 1.3775], [6.0043, 0.0681, 1.8393], [2.2638, 0.5268, 1.6883], [2.0352, 0.0876, 0.4889], [1.3181, 0.8951, 2.3977], [5.4742, 1.4820, 4.8794], [3.1398, 1.4341, 4.0424], [4.4727, -0.3451, 0.3965], [6.8067, -0.3143, 1.2243], [-0.9932, 3.1304, 1.6809], [-0.5924, 3.9039, 0.5128], [-1.4956, 4.9941, 0.1593], [0.3862, 3.5025, -0.3129], [0.7820, 2.2506, -0.3969], [0.9773, 4.4412, -1.1066], [1.7697, 4.0319, -2.2542], [1.3518, 5.7450, -0.5614], [-1.4229, 3.8240, 2.4027], [-0.1291, 2.6484, 2.1350], [-1.7506, 2.3861, 1.4257], [-2.5192, 4.6154, 0.1694], [-1.2733, 5.3668, -0.8355], [-1.4220, 5.8119, 0.8774], [1.7020, 2.1004, -0.7857], [1.2960, 3.1957, -2.7647], [2.7933, 3.7552, -1.9778], [1.8264, 4.8695, -2.9473], [0.8784, 5.9085, 0.4003], [1.0556, 6.5405, -1.2452], [2.4348, 5.7876, -0.4227]], "forces_ev_per_a": [[0.30, -0.19, -1.57], [0.04, 0.01, 0.01], [0.03, -0.01, 0.03], [0.00, -0.01, -0.01], [0.01, 0.01, 0.01], [-0.01, -0.01, -0.02], [-0.06, 0.03, 0.00], [0.00, -0.13, 0.08], [-0.17, 0.14, -0.36], [-0.11, 0.25, 0.59], [-0.37, -0.31, 0.08], [0.33, 0.12, 0.25], [0.11, -0.08, -0.24], [-0.01, 0.05, 0.31], [-0.25, -0.23, 0.17], [0.07, -0.04, -0.09], [-0.08, 0.08, 0.19], [-0.03, 0.01, 0.04], [-0.03, -0.03, -0.01], [0.03, 0.03, 0.01], [-0.01, -0.02, 0.00], [0.02, -0.03, -0.05], [0.00, 0.01, 0.01], [0.00, 0.00, 0.00], [0.00, 0.00, 0.00], [0.00, 0.00, -0.01], [0.01, 0.00, 0.01], [0.03, -0.05, -0.13], [0.02, 0.06, 0.02], [0.02, 0.06, -0.06], [0.09, 0.00, -0.21], [0.00, 0.01, 0.00], [-0.01, -0.01, 0.00], [0.00, 0.00, 0.00], [0.00, -0.01, 0.00], [0.01, 0.02, -0.01], [0.05, 0.00, 0.02], [0.03, 0.00, 0.01], [-0.08, 0.00, -0.02], [0.05, 0.01, 0.08], [-0.03, -0.04, -0.11], [0.09, -0.01, -0.01], [-0.08, -0.01, -0.04], [0.16, -0.08, -0.23], [-0.47, 0.19, 0.43], [0.24, 0.11, 0.70], [0.00, 0.00, 0.00], [-0.01, 0.01, 0.00], [0.00, 0.00, -0.01], [0.00, 0.00, -0.01], [0.05, 0.05, 0.04], [-0.07, 0.00, 0.00], [-0.01, -0.04, -0.01], [-0.03, 0.22, -0.08], [0.20, -0.14, 0.14], [-0.02, -0.06, 0.02], [0.00, -0.01, 0.00], [-0.02, 0.01, 0.00], [0.03, 0.00, 0.02], [-0.04, -0.01, -0.04], [-0.02, 0.03, 0.02], [0.00, 0.01, 0.00], [0.00, 0.00, 0.00], [0.00, 0.01, -0.01], [0.01, 0.01, 0.03], [0.00, -0.01, 0.00], [0.00, -0.01, 0.00], [0.00, 0.00, 0.00], [0.00, 0.00, 0.01], [-0.01, 0.00, 0.01], [0.00, 0.01, -0.01]]}

{"formula": "C3H4O3Rh", "method": "ωB97M-V/def2-TZVPD", "homo_lumo_gap_ha": [0.3089, 0.2636], "total_energy_ha": -452.451136, "s_squared": 6.01, "de_lowest_kj_mol": 205.04, "max_force_ev_per_a": 6.884, "spin_multiplicity": 5, "e_lumo_ev": [-5.3, -7.8], "total_charge": 1, "symbols": ["C", "O", "O", "O", "C", "C", "H", "H", "H", "Rh", "H"], "xyz": [[-0.7260, 0.4255, -1.9635], [-1.1118, -0.6289, -1.3893], [-0.6563, 0.2906, 1.3638], [0.3307, 1.0337, -1.3506], [0.5096, 0.5376, 1.0828], [1.0851, 0.4162, -0.3027], [1.1694, 0.9459, 1.8694], [1.2057, -0.6644, -0.4980], [2.0713, 0.8917, -0.3197], [-1.8793, -0.9019, 0.3208], [-1.9985, -2.3459, 1.1869]], "forces_ev_per_a": [[1.77, -2.56, 4.53], [1.65, 3.06, -5.94], [1.84, 1.34, 0.79], [-1.66, 0.59, -2.09], [-0.58, 0.99, 0.41], [0.54, -0.89, -0.04], [-0.11, -0.41, -0.11], [0.12, 0.25, -0.05], [-0.30, -0.06, -0.17], [-3.00, -2.65, 3.04], [-0.26, 0.34, -0.37]]}

{"formula": "C4H9N2S", "method": "ωB97M-V/def2-TZVPD", "homo_lumo_gap_ha": 0.2944, "total_energy_ha": -665.202682, "de_lowest_kj_mol": 235.41, "max_force_ev_per_a": 3.929, "e_lumo_ev": -4.6, "total_charge": 1, "symbols": ["C", "C", "C", "C", "N", "N", "S", "H", "H", "H", "H", "H", "H", "H", "H", "H"], "xyz": [[-0.5301, 1.1227, -0.5963], [0.6971, 1.6417, -0.8951], [1.7258, -0.6297, -0.1302], [-2.3297, -0.0987, 0.4080], [2.2870, -1.6269, 0.5818], [-0.9435, 0.3059, 0.3997], [2.0009, 0.9929, 0.1593], [-1.3342, 1.3776, -1.2737], [0.9228, 2.2973, -1.6858], [1.0487, -0.8935, -1.0270], [-2.7689, -0.1006, -0.5282], [-2.4076, -1.2017, 0.7098], [-3.0772, 0.3045, 1.0461], [2.1020, -2.6659, 0.3900], [3.1611, -1.2534, 1.1159], [-0.5541, 0.4278, 1.3257]], "forces_ev_per_a": [[0.33, 1.39, -0.93], [-0.75, -2.04, 2.04], [-0.31, -2.65, -1.04], [-0.05, -3.62, 1.51], [1.15, 1.41, -0.45], [-0.39, 0.44, 0.57], [-0.08, 0.67, -0.35], [-0.01, 0.09, -0.26], [0.25, 0.52, -0.71], [0.92, 0.34, 1.81], [-0.41, 0.28, -2.20], [0.44, 1.24, -0.42], [0.08, 1.47, 0.99], [0.65, 2.34, 0.33], [-2.15, -1.79, -0.70], [0.33, -0.09, -0.19]]}

Repeat the first record exactly.
{"formula": "C12H17BrMnN3O3S", "method": "ωB97M-V/def2-TZVPD", "homo_lumo_gap_ha": [0.3486, 0.3491], "total_energy_ha": -4980.559384, "s_squared": 8.76, "max_force_ev_per_a": 1.241, "spin_multiplicity": 6, "e_lumo_ev": [-2.8, -3.0], "total_charge": 1, "symbols": ["Mn", "Br", "C", "C", "C", "C", "C", "N", "C", "O", "O", "H", "H", "H", "C", "C", "O", "H", "H", "H", "H", "H", "H", "C", "N", "C", "C", "N", "C", "S", "H", "H", "H", "H", "H", "H", "H", "H"], "xyz": [[0.1089, -0.3430, 0.5309], [-0.0288, -2.6935, 2.9723], [0.0842, -0.9224, 3.6721], [0.1375, -0.6362, 5.0219], [0.2279, 0.7026, 5.3854], [0.2669, 1.6809, 4.3998], [0.2065, 1.2896, 3.0704], [0.1203, -0.0002, 2.7184], [0.2362, 2.2671, 1.8699], [0.4168, 3.4446, 2.0526], [0.0420, 1.6726, 0.7493], [0.1156, -1.4337, 5.7468], [0.2783, 0.9776, 6.4284], [0.3518, 2.7272, 4.6453], [4.2756, -1.7173, -0.4705], [2.8028, -1.9312, -0.1657], [2.0207, -0.7751, -0.5251], [4.8712, -2.4958, -0.0019], [4.5985, -0.7536, -0.0803], [4.4686, -1.7461, -1.5425], [2.6426, -2.0631, 0.9101], [2.4091, -2.8044, -0.7016], [2.3686, -0.4445, -1.3643], [-2.4123, -1.4479, -3.8049], [-2.2251, -0.1798, -3.1617], [-2.3506, 1.0691, -3.8980], [-2.1937, 2.1421, -2.8056], [-1.8936, 1.3488, -1.6250], [-1.9321, 0.0407, -1.8871], [-1.6860, -1.1940, -0.7416], [-1.8845, -1.4493, -4.7585], [-3.4725, -1.6385, -3.9891], [-2.0122, -2.2374, -3.1712], [-3.3193, 1.1099, -4.4009], [-1.5609, 1.1276, -4.6550], [-3.1152, 2.7101, -2.6533], [-1.3835, 2.8428, -3.0171], [-1.5804, 1.7543, -0.7509]], "forces_ev_per_a": [[0.42, 0.72, 0.45], [0.03, 0.17, 0.25], [0.05, -0.08, -0.33], [-0.04, -0.16, -0.14], [0.03, 0.00, -0.31], [0.00, -0.14, -0.13], [0.08, 0.31, -0.23], [0.09, -0.24, 0.18], [0.02, 0.00, 0.86], [-0.03, 0.05, 0.20], [-0.13, -0.50, -1.13], [-0.02, -0.01, 0.08], [-0.01, -0.01, 0.07], [-0.02, 0.11, -0.09], [-0.32, 0.10, 0.07], [0.33, -0.47, 0.21], [-0.18, 0.15, -0.02], [0.04, -0.08, 0.01], [0.07, 0.02, 0.06], [-0.01, 0.00, -0.06], [0.02, -0.06, -0.19], [0.04, 0.13, 0.19], [-0.31, 0.19, 0.12], [-0.06, -0.44, -0.12], [0.05, 0.27, 0.33], [-0.02, 0.23, -0.28], [-0.13, 0.39, -0.17], [0.12, -0.18, -0.09], [0.07, 0.45, 0.12], [-0.21, -0.68, 0.10], [0.01, -0.01, 0.00], [0.05, 0.01, 0.00], [-0.05, 0.03, -0.06], [0.08, 0.07, 0.03], [-0.13, -0.01, 0.04], [0.12, -0.03, -0.04], [-0.10, -0.07, -0.02], [0.06, -0.21, 0.04]]}